Entry 1:
ORCA calculation (ωB97M-V/def2-TZVPD) on one molecule with the formula C20H23ClN2O in a non-equilibrium geometry.

Summary:
E_LUMO	0.558	eV
Kohn-Sham gap	8.82	eV
total energy	-1420.84291	Ha
relative energy (zero: lowest compared OMol25 entry of this formula, charge and spin)	32.6	kcal per mole

```
! wB97M-V def2-TZVPD RIJCOSX def2/J DEFGRID3
* xyz 0 1
Cl 4.466 0.360 2.434
O 0.187 -4.966 1.577
N 1.014 2.194 -1.981
N 1.372 1.293 0.007
C 3.535 0.981 1.043
C -0.220 1.874 -1.393
C -0.853 -1.502 2.308
C -2.403 0.922 -2.154
C -0.658 -0.870 1.074
C -0.523 -2.899 2.409
C -1.547 2.212 -2.041
C 2.143 0.870 1.085
C -2.250 3.327 -1.209
C -0.276 -1.661 -0.025
C -0.102 -3.648 1.313
C 1.353 -5.518 0.932
C -1.337 2.782 -3.465
C -0.920 0.614 0.836
C 0.001 1.247 -0.190
C 3.409 1.965 -1.227
C 4.186 1.559 -0.168
C 1.922 1.864 -1.127
C -0.030 -3.005 0.072
C -1.366 -0.734 3.506
H -3.220 3.550 -1.646
H 0.288 -3.512 -0.830
H 1.663 -6.400 1.473
H -0.593 3.581 -3.468
H -1.346 -1.377 4.442
H -1.779 0.021 -2.230
H -3.143 0.969 -2.958
H -2.983 0.836 -1.207
H -0.142 -1.206 -1.004
H 1.119 -5.762 -0.121
H 5.256 1.638 -0.235
H -1.977 0.776 0.624
H -0.744 1.158 1.772
H -0.632 -3.444 3.336
H -2.299 3.117 -3.852
H 1.643 0.355 1.908
H -2.400 -0.413 3.335
H 3.822 2.321 -2.133
H -1.681 4.270 -1.174
H 2.191 -4.842 0.981
H -0.996 1.992 -4.141
H -0.753 0.146 3.675
H -2.397 2.968 -0.162
*
```

Entry 2:
ORCA calculation (ωB97M-V/def2-TZVPD) on one molecule with the formula C20H23ClN4OS.

Summary:
E_LUMO	0.612	eV
Kohn-Sham gap	8.43	eV
total energy	-1928.57518	Ha
relative energy (zero: lowest compared OMol25 entry of this formula, charge and spin)	27.0	kcal per mole

```
! wB97M-V def2-TZVPD RIJCOSX def2/J DEFGRID3
* xyz 0 1
Cl 2.791 -3.772 -1.211
S -5.565 -0.322 0.281
O 4.261 1.591 0.677
N -0.662 0.043 -0.840
N -4.463 1.557 -1.306
N -2.175 1.464 -1.864
N 1.434 1.709 0.147
C 3.327 -0.607 1.154
C -4.281 0.468 -0.572
C 3.004 -1.870 0.694
C -4.491 -1.634 0.709
C -3.217 -1.458 0.265
C 2.182 2.830 0.679
C -0.172 -0.095 0.517
C -5.024 -2.809 1.451
C -3.058 -0.217 -0.431
C -2.181 -2.532 0.385
C 3.871 0.340 0.290
C 3.232 -2.200 -0.632
C -3.399 1.949 -1.972
C 0.907 1.916 -1.189
C 3.382 2.331 1.498
C 3.808 -1.282 -1.495
C -1.958 0.443 -1.036
C 4.128 -0.022 -1.032
C 0.382 1.242 1.025
C 0.357 0.589 -1.713
H 3.045 1.748 2.360
H -5.036 -3.691 0.809
H 2.571 3.417 -0.155
H 1.717 2.249 -1.840
H 0.787 1.100 2.029
H 1.564 3.492 1.307
H 3.154 -0.371 2.192
H 3.966 3.182 1.857
H -3.528 2.781 -2.651
H -2.629 -3.494 0.140
H -1.791 -2.603 1.400
H 4.579 0.705 -1.688
H 0.100 2.668 -1.205
H -0.075 0.731 -2.702
H -0.446 1.975 1.086
H -6.039 -2.615 1.787
H -4.401 -3.031 2.316
H 0.630 -0.838 0.519
H -1.359 -2.347 -0.299
H -0.978 -0.414 1.174
H 2.581 -2.602 1.366
H 3.997 -1.552 -2.523
H 1.170 -0.142 -1.756
*
```

Entry 3:
ORCA calculation (ωB97M-V/def2-TZVPD) on C20H23CoN5O5 as an isolated structure.

Summary:
E_LUMO	-3.227	eV
Kohn-Sham gap	6.99	eV
total energy	-2808.54936	Ha
relative energy (zero: lowest compared OMol25 entry of this formula, charge and spin)	12.3	kcal per mole

```
! wB97M-V def2-TZVPD RIJCOSX def2/J DEFGRID3
* xyz 1 1
Co -0.298 -0.064 -0.125
O 0.590 1.545 -0.497
O -1.125 -0.116 -4.206
O -0.531 2.847 -1.914
O 4.984 0.799 -3.111
O 4.445 0.928 -5.353
N 0.460 0.182 1.562
N -1.808 0.949 0.591
N -1.083 -0.267 -1.841
N 1.220 -1.325 -0.399
N -1.307 -1.668 0.418
C -2.901 0.016 0.993
C -1.104 -0.171 -3.030
C 0.414 2.124 -1.685
C 1.643 -0.372 1.818
C 2.275 -0.999 0.597
C -0.158 1.026 2.388
C 1.545 0.590 3.990
C -0.786 -2.779 -0.399
C -1.298 1.761 1.725
C 3.677 1.176 -3.255
C 0.362 1.237 3.652
C 2.108 1.629 -5.033
C 2.759 1.450 -2.278
C 1.470 1.826 -2.699
C 0.722 -2.727 -0.233
C 3.356 1.256 -4.603
C 1.163 1.928 -4.047
C 5.522 0.731 -4.437
C 2.216 -0.203 3.065
C -2.735 -1.315 0.279
H -2.940 -1.215 -0.783
H 1.969 0.735 4.975
H -2.815 -0.134 2.072
H 2.931 -0.251 0.155
H -0.878 2.676 1.304
H -1.114 -1.862 1.400
H 5.958 -0.253 -4.599
H 2.882 -1.873 0.841
H 0.166 2.232 -4.330
H -3.879 0.456 0.801
H 6.262 1.523 -4.569
H 1.232 -3.405 -0.916
H -3.385 -2.079 0.710
H -1.081 -2.588 -1.427
H -0.127 1.906 4.347
H -2.086 1.561 -0.176
H -2.093 2.024 2.423
H 0.977 -3.037 0.784
H -1.182 -3.745 -0.079
H 1.585 -1.176 -1.337
H 3.022 1.460 -1.230
H 1.871 1.694 -6.085
H 3.170 -0.653 3.303
*
```

Entry 4:
ORCA calculation (ωB97M-V/def2-TZVPD) on C20H23F6IN3OPSScSe5 as an isolated structure.

Summary:
expectation value of S²	0.76
E_LUMO (spin up / spin down)	3.854 / 2.842	eV
Kohn-Sham gap (spin up / spin down)	5.85 / 4.84	eV
total energy	-15420.19361	Ha
relative energy (zero: lowest compared OMol25 entry of this formula, charge and spin)	0.0	kcal per mole

```
! wB97M-V def2-TZVPD RIJCOSX def2/J DEFGRID3
* xyz -2 2
I 0.215 1.227 3.878
Se -2.746 1.177 2.077
Se -4.273 2.200 0.785
Se -3.033 2.985 -1.062
Se 1.733 -3.207 1.066
Se -1.996 1.090 -1.874
Sc -0.151 0.159 0.088
S -2.516 -2.463 0.257
P -0.432 -2.347 -3.306
F -0.686 -3.249 -4.618
F 0.930 -1.754 -3.931
F -0.183 -1.435 -1.924
F 0.401 -3.543 -2.615
F -1.791 -2.920 -2.622
F -1.260 -1.132 -3.937
O -1.574 -1.307 0.487
N 6.406 -3.991 1.028
N 0.292 2.354 0.252
N 1.774 0.426 -0.999
C 4.354 -0.489 0.197
C 2.076 1.670 -1.190
C 4.369 -3.510 2.220
C 5.109 -0.588 -2.074
C 5.667 -0.524 0.634
C 4.060 -0.528 -1.165
C 5.665 -4.011 -0.085
C -1.491 -3.900 0.029
C -3.079 -2.815 1.920
C -0.181 3.496 0.757
C 3.590 -3.535 1.055
C 5.731 -3.738 2.153
C 0.873 0.144 2.121
C 0.539 4.602 0.279
C 4.299 -3.802 -0.125
C 1.515 4.091 -0.577
C 6.429 -0.624 -1.638
C 1.343 2.703 -0.567
C 6.710 -0.595 -0.281
C 2.630 -0.579 -1.642
H -2.204 -2.925 2.560
H -0.903 -3.744 -0.874
H 2.218 -1.563 -1.412
H 3.899 -3.301 3.173
H 3.773 -3.836 -1.071
H 6.324 -3.715 3.065
H 1.096 -0.845 2.520
H 2.924 1.933 -1.827
H -3.678 -3.726 1.904
H 7.735 -0.649 0.066
H 7.235 -0.684 -2.360
H -2.164 -4.749 -0.106
H 2.589 -0.463 -2.727
H 2.266 4.636 -1.129
H -0.830 -4.032 0.885
H 4.886 -0.622 -3.135
H 3.540 -0.476 0.913
H 6.203 -4.202 -1.010
H 5.876 -0.528 1.697
H -3.678 -1.966 2.244
H -1.013 3.495 1.444
H 0.362 5.635 0.533
H 1.827 0.636 1.906
*
```